(1)
This record from the Open Molecules 2025 dataset describes 2 unconnected molecules or ions with the total composition H5N2P. The level of theory is ωB97M-V/def2-TZVPD.

The multiplicity is 1. For the total energy, the calculation gives -453.740946 hartree. The SMILES is [H]/N=N\[H].P. The molar mass comes out at 64.03 Da. The calculation puts the LUMO energy at 0.9 eV. The value obtained for the energy above the lowest of the compared OMol25 structures with the same formula, charge and spin is 67.3 kcal/mol.

Atoms and positions in Å:
H  -1.278  0.108  2.319
N  -0.609  -0.542  1.768
N  -1.046  -1.374  1.024
H  -2.032  -1.427  0.882
P  1.416  1.485  -1.559
H  1.138  0.792  -0.310
H  0.319  0.734  -2.092
H  2.091  0.225  -2.031


(2)
This record from the Open Molecules 2025 dataset describes a molecular structure, C22H29N5O5Ti. The level of theory is ωB97M-V/def2-TZVPD.

The multiplicity is 1. For the total energy, the calculation gives -2353.744000 hartree. The molar mass comes out at 491.37 Da. The calculation puts the LUMO energy at -14.6 eV. The value obtained for the energy above the lowest of the compared OMol25 structures with the same formula, charge and spin is 15.7 kcal/mol. Its total charge is +4.

Atoms and positions in Å:
Ti  0.606  -0.032  0.297
O  3.723  -2.627  -0.396
C  2.884  -1.674  -0.369
O  1.882  -1.611  0.388
C  3.134  -0.570  -1.362
O  2.322  0.553  -0.969
C  3.044  1.727  -0.498
C  2.476  2.110  0.850
O  2.714  3.041  1.507
O  1.509  1.116  1.238
H  3.579  -3.376  0.216
H  4.193  -0.314  -1.410
H  2.830  -0.917  -2.354
H  4.111  1.524  -0.396
H  2.896  2.543  -1.205
N  -0.332  0.646  -6.053
C  -0.329  -0.066  -5.153
C  -0.357  -0.870  -3.964
C  -0.848  -2.173  -3.937
C  -0.850  -2.855  -2.722
C  -0.389  -2.215  -1.593
N  0.072  -0.940  -1.613
C  0.105  -0.294  -2.790
H  -1.208  -2.643  -4.844
H  -1.203  -3.875  -2.657
H  -0.363  -2.739  -0.644
H  0.511  0.707  -2.805
C  -1.328  -0.122  4.393
C  -0.887  0.379  3.006
N  -0.563  -0.782  2.090
C  0.283  -1.748  2.891
C  -0.547  -2.405  4.010
N  -1.758  -1.550  4.240
C  -2.690  -1.675  3.071
C  -1.859  -1.482  1.784
H  -2.164  0.461  4.776
H  -0.523  -0.092  5.126
H  -0.014  1.018  3.111
H  -1.695  0.947  2.546
H  1.125  -1.188  3.297
H  0.669  -2.521  2.233
H  0.018  -2.469  4.938
H  -0.893  -3.403  3.746
H  -2.237  -1.857  5.093
H  -3.469  -0.924  3.186
H  -3.156  -2.659  3.096
H  -2.441  -0.901  1.070
H  -1.624  -2.444  1.331
N  -1.005  1.362  -0.081
C  -0.803  2.308  -1.207
C  -1.556  2.155  -2.363
C  -1.378  3.059  -3.400
C  -0.461  4.099  -3.270
C  0.258  4.257  -2.091
C  0.088  3.358  -1.043
H  -1.924  0.936  -0.212
H  -1.085  1.934  0.762
H  -2.299  1.368  -2.447
H  -1.969  2.965  -4.302
H  -0.333  4.808  -4.077
H  0.926  5.100  -1.971
H  0.583  3.535  -0.094